# 1
Formula: C4H14NO2S
Source: the Open Molecules 2025 dataset
Level of theory: wB97M-V/def2-TZVPD

```
22
Properties=species:S:1:pos:R:3:forces:R:3
C -1.601620 -0.297606 1.828910 -0.43 0.46 0.16
N -0.593941 0.322862 0.972305 -0.29 -0.15 -0.06
C -0.411754 -0.137819 -0.439345 -0.54 -0.06 1.58
C -0.735467 0.955771 -1.457561 0.32 -0.36 -0.07
S 0.255288 0.732361 -2.993355 0.03 0.30 0.11
C -1.013486 -1.508228 -0.679449 -0.38 -0.24 -0.58
H -2.666418 -0.135459 1.583923 0.12 0.24 -0.29
H -1.531407 -1.377557 1.876099 0.40 -0.20 0.19
H -1.452846 0.143795 2.819308 -0.11 -0.36 0.16
H -0.769063 1.320247 0.981951 0.05 0.01 -0.10
H 0.639794 -0.304323 -0.510597 0.95 -0.01 -0.34
H -1.794711 0.999638 -1.695362 -0.25 -0.13 0.02
H -0.496241 1.895340 -0.949709 0.14 0.13 -0.24
H -0.636964 -2.312634 -0.043461 0.51 0.27 0.04
H -0.736834 -1.698849 -1.717932 -0.22 -0.42 -0.09
H -2.095568 -1.615267 -0.543812 -0.03 0.54 -0.18
H 2.455842 0.724709 -1.431797 -0.36 -0.23 0.30
H 3.732601 0.271797 -1.956052 0.17 -0.23 0.31
O 3.294085 0.341815 -1.095975 0.03 0.39 -0.70
H 2.759529 0.377154 1.459165 -0.29 -0.28 -0.55
H 1.240893 0.508830 1.920716 -0.13 -0.28 -0.65
O 2.158290 0.793424 2.072032 0.31 0.59 0.99
```
Forces are in eV/Å.

Calculated values
- Spin multiplicity: 2
- Charge: -2
- Frontier orbital gap (alpha / beta): 0.0657 / 0.2245 hartree
- Energy relative to the best compared isomer or geometry (same formula, charge and spin): 0.000 eV

Atom charges from the natural (NBO) analysis, given in e for atoms 1 to 4: number 1, C, carries -1.151; number 2, N, carries -0.683; number 3, C, carries -0.074; number 4, C, carries -0.519


# 2
Formula: C5H15N4
Source: the Open Molecules 2025 dataset
Level of theory: wB97M-V/def2-TZVPD

```
24
Properties=species:S:1:pos:R:3:forces:R:3
C -1.734514 -1.297779 0.577444 -1.50 -0.08 1.54
C -3.112416 0.511144 -0.555745 -2.74 -1.52 -0.64
C 2.038326 -0.092614 -1.201849 -1.62 3.65 -1.35
C 1.906978 -1.382185 0.919318 2.61 -0.72 -0.23
C 1.092598 1.938837 0.418676 0.23 0.18 -3.41
N -0.902921 0.716086 -0.337705 1.16 1.24 0.33
N -1.836384 0.011124 -0.082828 0.65 0.22 -0.93
N 1.428398 -0.308393 0.125426 2.01 -0.51 -1.04
N 0.755799 0.579353 0.709921 -0.84 0.12 1.01
H -2.271114 -2.032727 0.007155 -0.20 -0.23 -0.53
H -0.732827 -1.628933 0.763631 0.42 0.35 -0.17
H -2.281371 -1.223923 1.540818 0.40 0.00 -0.44
H -3.112243 1.473538 -1.050057 0.88 0.22 0.39
H -3.563884 -0.171596 -1.331889 0.48 0.24 1.05
H -3.758309 0.537896 0.327430 -0.21 0.01 -0.28
H 2.489880 -0.837561 -1.870019 -0.50 -0.51 1.17
H 1.184363 0.445208 -1.745883 0.68 -1.31 0.06
H 2.684006 0.813863 -1.248428 0.34 -0.87 0.68
H 2.552950 -1.023142 1.756253 -0.47 -0.25 -0.69
H 1.215803 -2.071689 1.299043 -1.46 -0.68 0.57
H 2.509309 -1.935206 0.186338 0.18 -0.24 0.74
H 0.775932 2.077799 -0.638950 1.00 0.46 0.32
H 2.137904 2.219538 0.571001 0.07 -0.74 -0.03
H 0.533728 2.681353 0.860889 -1.60 0.95 1.90
```
Forces are in eV/Å.

Calculated values
- Spin multiplicity: 1
- Charge: +1
- Frontier orbital gap (alpha / beta): 0.3062 / 0.3062 hartree
- Energy relative to the best compared isomer or geometry (same formula, charge and spin): 5.498 eV

Atom charges from the natural (NBO) analysis, given in e for atoms 1 to 4: number 1, C, carries -0.466; number 2, C, carries -0.451; number 3, C, carries -0.501; number 4, C, carries -0.410


# 3
Formula: H28N6O26S6Zn2
Source: the Open Molecules 2025 dataset
Level of theory: wB97M-V/def2-TZVPD

```
68
Properties=species:S:1:pos:R:3:forces:R:3
Zn 1.380519 2.746375 -3.479451 -0.39 -0.36 -0.16
Zn -2.533207 -3.264946 1.388110 0.01 0.57 0.37
N -2.367872 1.627268 3.833958 0.53 -0.21 2.04
H -2.281223 2.512410 4.312625 -0.24 0.85 -0.76
H -2.108819 1.043133 4.616125 0.24 -1.54 0.57
H -1.651934 1.451754 3.143518 -0.08 -0.05 -1.11
H -3.333706 1.389246 3.659012 -0.70 -0.14 -1.01
N -3.474492 0.556807 -1.767334 -0.27 -0.87 0.83
H -3.361873 1.511736 -1.458255 -0.05 1.02 -0.32
H -3.623988 0.404477 -2.754527 0.44 0.52 -0.74
H -4.259199 0.134116 -1.292302 -0.76 0.14 0.46
H -2.685573 0.041225 -1.404171 1.03 -0.29 -0.16
N 3.057816 -3.126548 3.506074 0.03 0.45 -0.11
H 2.306920 -3.028153 4.174340 -1.24 0.08 0.86
H 3.216194 -4.105543 3.314814 0.18 -0.24 0.06
H 3.864453 -2.636633 3.865834 0.41 -0.21 0.33
H 2.790783 -2.634412 2.665479 -0.71 0.39 -0.91
N 1.508860 4.696004 2.538595 -0.48 -0.30 0.33
H 2.331660 4.918406 1.996708 0.16 0.11 -0.25
H 1.547884 5.043334 3.486195 0.25 0.30 0.27
H 1.347820 3.699686 2.577531 0.15 -0.99 -0.31
H 0.675959 5.062238 2.100142 -0.90 0.68 -1.01
N 4.036491 -3.058846 -2.407499 0.19 -0.85 0.81
H 4.438713 -2.471388 -3.123883 -0.09 1.26 -0.81
H 3.453333 -3.780248 -2.807003 -0.18 -0.26 -0.50
H 3.486273 -2.618230 -1.684149 -0.78 1.33 0.02
H 4.798431 -3.480674 -1.896012 0.42 -0.46 -0.15
N 5.499191 0.974520 -0.110250 -0.06 -0.85 0.31
H 6.200656 0.560404 0.486889 0.48 0.59 0.59
H 4.652492 0.475409 0.122353 -1.30 -0.56 -0.39
H 5.808043 0.763224 -1.048364 -0.36 0.26 -1.14
H 5.281592 1.949371 0.039441 0.41 0.54 -0.08
S 0.783614 -0.046511 0.265951 -2.79 -1.06 -1.44
O 0.784278 0.850155 1.387365 0.82 2.19 3.15
O -0.433834 -0.852597 0.275145 -1.28 -1.79 1.08
O 0.726817 0.639425 -0.975075 1.08 2.55 -3.09
O 1.972986 -0.908368 0.270498 3.37 -1.99 0.85
S -6.395829 -0.551134 2.103172 -1.82 -0.03 -0.86
O -7.513114 -1.366342 2.548136 -0.77 -0.78 0.16
O -6.122595 0.486575 3.035841 1.32 2.18 2.63
O -5.219606 -1.378798 1.909934 2.20 -1.36 -0.26
O -6.744099 0.086469 0.835056 -0.10 -0.05 -1.74
S 4.835142 0.361731 -5.528766 -1.34 2.26 -4.90
O 4.299442 -0.550446 -6.535425 0.11 -2.19 -0.21
O 5.374937 1.484049 -6.307640 1.31 0.65 0.42
O 3.717645 0.823046 -4.770805 -3.77 1.46 3.05
O 5.763266 -0.200808 -4.612481 3.62 -2.67 3.06
S -1.978306 5.262525 -1.083793 -0.06 0.41 -1.50
O -1.424666 5.879418 0.092972 2.55 0.91 3.59
O -0.970433 4.507189 -1.853721 0.72 -0.25 -0.46
O -3.052851 4.403252 -0.673144 -1.85 -1.88 0.24
O -2.421905 6.405732 -1.886650 -0.51 0.27 -1.21
S -2.331233 1.587858 -6.401255 -0.99 1.53 -2.02
O -1.243826 1.704088 -5.448415 1.76 0.45 1.63
O -1.949775 0.808668 -7.561424 0.73 0.08 -1.29
O -3.342900 0.816469 -5.743166 -2.33 -1.99 2.41
O -2.919034 2.902294 -6.732606 1.02 -0.21 -0.18
S -1.224157 -2.437226 5.978358 0.62 -0.67 -0.39
O -1.204447 -1.055377 6.407850 -0.71 2.50 1.25
O -1.351247 -2.383333 4.521678 -0.86 -0.09 -3.13
O 0.149957 -2.950726 6.188755 0.87 -1.37 0.87
O -2.336832 -3.221521 6.528040 0.84 0.02 0.36
O 0.153773 -5.138701 1.153751 0.00 0.10 0.10
H 0.246785 -5.447718 0.252599 -0.13 -0.02 -0.32
H 0.968019 -5.401577 1.582852 0.06 -0.16 0.21
O -3.094429 -3.997690 -1.598910 0.12 0.02 0.24
H -2.525638 -4.384803 -2.264378 0.21 0.00 -0.21
H -3.978101 -4.090792 -1.954841 -0.35 0.03 -0.02
```
Forces are in eV/Å.

Calculated values
- Spin multiplicity: 1
- Charge: -2
- Frontier orbital gap: 0.0574 hartree

Atom charges from the natural (NBO) analysis, given in e for atoms 1 to 4: number 1, Zn, carries 0.585; number 2, Zn, carries 0.516; number 3, N, carries -0.863; number 4, H, carries 0.419